[1]
This record from OMol25 describes a molecular structure, C11H21F9O2P2Ti. The level of theory is ωB97M-V/def2-TZVPD.

net charge = +1
LUMO level (alpha / beta) = -4.86 / -6.72 eV
E = -3012.8014 hartree
spin multiplicity = 2
HOMO energy (alpha / beta) = -0.4795 / -0.4709 Ha

Positions of all 46 atoms, in Å:
Ti1 -0.021 0.007 -0.003
H1 -1.038 -0.994 0.736
H2 -1.081 0.868 0.805
P1 -0.136 -2.392 -0.395
P2 -0.132 2.401 -0.392
C1 1.396 3.297 -0.007
H3 1.259 4.350 -0.279
H4 1.613 3.210 1.063
H5 2.238 2.881 -0.574
C2 -0.407 2.744 -2.158
H6 -1.345 2.282 -2.474
H7 -0.453 3.832 -2.300
H8 0.408 2.317 -2.752
C3 -1.440 3.299 0.469
H9 -1.262 3.196 1.552
H10 -1.415 4.346 0.133
H11 -2.397 2.811 0.224
C4 -0.230 -2.730 -2.186
H12 -0.300 -3.816 -2.342
H13 -1.110 -2.239 -2.606
H14 0.655 -2.339 -2.696
C5 1.321 -3.331 0.132
H15 1.430 -3.255 1.218
H16 1.187 -4.380 -0.160
H17 2.230 -2.938 -0.343
C6 -1.552 -3.265 0.307
H18 -2.460 -2.749 -0.039
H19 -1.512 -4.309 -0.029
H20 -1.482 -3.165 1.402
C7 1.889 -0.007 0.805
O1 2.873 -0.008 1.379
H21 0.806 0.018 -1.642
F1 -2.104 1.221 3.403
C8 -1.549 0.077 3.908
F2 -1.677 0.069 5.271
F3 -2.218 -0.992 3.379
C9 0.071 0.005 3.506
O2 0.478 0.033 2.188
C10 0.804 1.289 4.061
F4 0.748 1.412 5.425
F5 2.098 1.238 3.670
F6 0.224 2.384 3.455
C11 0.670 -1.364 4.030
F7 0.643 -1.490 5.388
F8 -0.033 -2.392 3.433
F9 1.949 -1.447 3.592

[2]
This record from OMol25 describes 2 unconnected molecules or ions with the total composition C5H7BBrNO2. The level of theory is ωB97M-V/def2-TZVPD.

LUMO level = -0.05 eV
E = -2998.9091 hartree
HOMO energy = -0.3574 Ha

Positions of all 17 atoms, in Å:
O1 0.195 2.414 -0.387
B1 0.496 1.263 0.212
O2 1.791 1.042 0.860
C1 -0.410 -0.008 0.055
C2 -0.295 -1.316 0.664
C3 -1.339 -2.183 0.604
N1 -2.355 -2.131 -0.260
C4 -2.407 -0.946 -0.900
C5 -1.515 0.138 -0.745
H1 0.827 3.126 -0.537
H2 2.214 1.854 1.298
H3 0.452 -1.583 1.316
H4 -1.202 -3.244 1.085
H5 -3.236 -0.900 -1.550
H6 -1.738 1.023 -1.335
Br1 4.936 0.486 -0.181
H7 3.586 0.964 -0.199

[3]
This record from OMol25 describes C26H41N3O2 in the gas phase. The level of theory is ωB97M-V/def2-TZVPD.

LUMO level = 0.75 eV
E = -1330.1529 hartree
HOMO energy = -0.3283 Ha

Positions of all 72 atoms, in Å:
C1 0.292 2.817 2.031
C2 -0.283 3.283 0.697
C3 -1.645 2.679 0.331
C4 -2.694 2.951 1.407
C5 -1.559 1.161 0.050
N1 -2.858 0.632 -0.297
C6 -3.491 -0.294 0.456
O1 -3.062 -0.663 1.531
C7 -4.815 -0.766 -0.126
C8 -5.924 0.147 0.412
C9 -7.292 -0.315 -0.079
C10 -7.567 -1.759 0.343
C11 -8.940 -2.216 -0.142
C12 -6.464 -2.664 -0.204
C13 -5.091 -2.213 0.281
C14 -0.631 0.897 -1.139
O2 -1.031 0.990 -2.283
N2 0.627 0.557 -0.812
C15 1.664 0.307 -1.794
C16 2.486 -0.924 -1.410
C17 3.378 -0.644 -0.204
N3 4.249 0.484 -0.469
C18 5.242 0.653 0.577
C19 6.221 -0.489 0.589
C20 6.748 -0.957 -0.609
C21 7.659 -1.997 -0.617
C22 8.060 -2.578 0.575
C23 7.541 -2.117 1.772
C24 6.624 -1.080 1.778
C25 3.473 1.686 -0.699
C26 2.601 1.511 -1.939
H1 1.283 3.242 2.174
H2 -0.335 3.143 2.856
H3 0.375 1.734 2.080
H4 0.427 3.064 -0.104
H5 -0.397 4.369 0.734
H6 -1.970 3.155 -0.603
H7 -2.504 2.347 2.290
H8 -3.687 2.702 1.042
H9 -2.684 4.002 1.686
H10 -1.238 0.624 0.946
H11 -3.156 0.829 -1.242
H12 -4.785 -0.690 -1.218
H13 -5.898 0.122 1.504
H14 -5.743 1.177 0.094
H15 -8.066 0.342 0.325
H16 -7.331 -0.245 -1.169
H17 -7.547 -1.810 1.437
H18 -9.722 -1.577 0.262
H19 -8.993 -2.175 -1.229
H20 -9.136 -3.239 0.171
H21 -6.642 -3.695 0.111
H22 -6.490 -2.642 -1.297
H23 -5.033 -2.283 1.368
H24 -4.316 -2.861 -0.134
H25 0.892 0.511 0.158
H26 1.138 0.139 -2.740
H27 3.119 -1.193 -2.255
H28 1.824 -1.763 -1.193
H29 2.759 -0.468 0.700
H30 4.003 -1.518 -0.006
H31 5.788 1.579 0.367
H32 4.775 0.759 1.575
H33 6.426 -0.499 -1.532
H34 8.060 -2.354 -1.553
H35 8.773 -3.389 0.571
H36 7.849 -2.567 2.705
H37 6.219 -0.726 2.716
H38 2.843 1.940 0.175
H39 4.164 2.517 -0.860
H40 3.248 1.342 -2.800
H41 2.018 2.415 -2.118

[4]
This record from OMol25 describes a molecular structure, C3H2KLiO3. The level of theory is ωB97M-V/def2-TZVPD.

net charge = +1
LUMO level (alpha / beta) = -3.70 / -3.71 eV
E = -948.4504 hartree
spin multiplicity = 2
HOMO energy (alpha / beta) = -0.3983 / -0.4071 Ha

Positions of all 10 atoms, in Å:
C1 -1.128 0.113 -0.615
C2 -0.152 0.225 0.399
O1 0.942 0.905 0.139
C3 2.264 0.344 0.459
O2 2.540 -0.659 -0.178
O3 -2.205 -0.493 -0.439
Li1 4.117 -0.405 0.970
H1 -0.315 -0.171 1.405
H2 -0.764 0.365 -1.634
K1 -5.298 -0.225 -0.505

[5]
This record from OMol25 describes 2 unconnected molecules or ions with the total composition C11H9NO3. The level of theory is ωB97M-V/def2-TZVPD.

net charge = -2
LUMO level = 5.97 eV
E = -704.9572 hartree
HOMO energy = 0.0304 Ha

Positions of all 24 atoms, in Å:
C1 2.703 -1.995 2.126
C2 2.521 -0.739 2.667
C3 1.775 -2.400 1.109
C4 1.484 0.089 2.345
C5 0.758 -1.599 0.770
C6 0.567 -0.309 1.273
C7 -0.817 1.855 -3.003
C8 -2.171 0.452 -4.676
C9 -1.266 1.597 1.127
C10 -1.725 0.617 0.079
C11 -0.364 0.539 0.735
N1 -1.357 0.927 -3.460
O1 -3.332 0.808 -4.770
O2 -0.292 2.820 -2.548
O3 -1.478 -0.304 -5.337
H1 3.532 -2.678 2.287
H2 3.067 -0.416 3.621
H3 1.750 -3.490 0.853
H4 1.568 1.084 2.602
H5 0.180 -1.716 -0.202
H6 -0.955 2.569 0.742
H7 -1.891 1.647 2.077
H8 -2.464 -0.162 0.517
H9 -1.795 0.803 -0.936

[6]
This record from OMol25 describes a molecular structure, C26H29AsN3OPdS. The level of theory is ωB97M-V/def2-TZVPD.

net charge = +1
LUMO level (alpha / beta) = -3.44 / -3.39 eV
E = -4009.3297 hartree
HOMO energy (alpha / beta) = -0.3697 / -0.3696 Ha

Positions of all 62 atoms, in Å:
Pd1 0.387 0.573 -0.134
C1 3.296 -1.523 1.518
C2 3.759 -0.145 1.118
C3 5.088 0.150 0.829
C4 5.427 1.445 0.478
C5 4.447 2.424 0.439
C6 3.150 2.051 0.754
N1 2.824 0.808 1.064
C7 2.021 3.032 0.784
C8 2.270 4.338 1.176
C9 1.239 5.256 1.189
C10 -0.015 4.849 0.776
C11 -0.209 3.532 0.398
N2 0.785 2.629 0.436
C12 -1.534 3.096 -0.135
C13 -2.717 3.609 0.369
C14 -3.912 3.162 -0.173
C15 -3.880 2.232 -1.192
C16 -2.649 1.763 -1.641
C17 -2.549 0.773 -2.772
N3 -1.502 2.194 -1.117
H1 3.367 -1.639 2.603
H2 3.902 -2.306 1.059
H3 2.246 -1.633 1.249
H4 5.841 -0.628 0.872
H5 6.452 1.694 0.230
H6 4.691 3.440 0.148
H7 3.266 4.617 1.490
H8 1.414 6.278 1.499
H9 -0.836 5.551 0.711
H10 -2.714 4.314 1.192
H11 -4.858 3.531 0.207
H12 -4.796 1.863 -1.638
H13 -2.652 1.282 -3.732
H14 -3.342 0.023 -2.715
H15 -1.579 0.284 -2.745
S1 -0.468 0.051 1.811
C18 -1.655 -1.229 1.530
C19 -1.839 -2.176 2.540
C20 -2.819 -3.149 2.412
C21 -3.607 -3.211 1.266
C22 -3.422 -2.269 0.258
C23 -2.463 -1.275 0.392
H16 -1.210 -2.145 3.424
H17 -2.963 -3.868 3.209
H18 -4.367 -3.975 1.167
H19 -4.048 -2.294 -0.627
H20 -2.342 -0.525 -0.370
C24 1.996 -3.411 -2.261
As1 0.389 -2.828 -1.408
C25 -1.084 -3.137 -2.588
C26 0.126 -3.888 0.154
O1 0.599 -1.189 -1.152
H21 1.857 -4.410 -2.673
H22 2.798 -3.423 -1.526
H23 2.239 -2.710 -3.054
H24 -1.062 -4.171 -2.935
H25 -1.011 -2.460 -3.435
H26 -2.004 -2.951 -2.038
H27 0.119 -4.934 -0.160
H28 -0.827 -3.628 0.611
H29 0.940 -3.716 0.861

- Which formula does entry 3 have?
  C26H41N3O2